The following is a quantum chemistry calculation of a cluster of 6 separate species, C27H51INO15PS6 in total in a non-equilibrium geometry, from OMol25.

Structure (XYZ):
```
102
Properties=species:S:1:pos:R:3:forces:R:3
C -3.144867 3.318706 2.488005 0.2 -0.6 0.0
C -2.397585 2.351296 2.565261 0.0 -0.4 -1.0
C -1.579116 1.006409 2.421609 -1.8 0.5 0.6
C -2.258398 0.094900 1.274637 0.6 1.1 0.6
C -1.590627 -1.338478 1.326302 0.8 1.0 1.6
N -2.103200 -2.342807 0.354029 -1.1 1.7 -2.1
C -1.328102 -2.417753 -0.876153 3.4 -1.7 0.1
O -0.159615 -2.758920 -0.760766 -2.3 0.8 -0.1
O -1.794620 -2.208790 -2.191356 0.2 0.9 1.3
P -1.530562 -0.611898 -2.768333 -1.6 0.7 -1.6
O -1.375467 -0.831355 -4.458845 0.2 0.0 2.2
I 0.576310 0.359408 -1.974442 0.3 -0.6 -0.1
S -3.803726 -2.334626 0.145536 -4.6 -4.9 0.9
C -4.465553 -1.041675 -0.966881 0.3 2.1 -0.2
O -4.525465 -2.321890 1.445348 2.5 1.8 -1.7
O -4.152661 -3.637088 -0.487871 1.8 2.6 -0.2
H -3.869762 4.172069 2.390266 1.4 -1.5 0.3
H -1.754180 0.458931 3.408079 0.6 0.7 -1.2
H -0.479734 1.182369 2.242438 -1.3 -0.1 0.2
H -3.368825 0.106937 1.521296 1.4 -0.3 -0.6
H -2.039396 0.645213 0.298399 -0.5 -0.9 1.0
H -1.705423 -1.761935 2.376537 -0.1 0.4 -1.4
H -0.466775 -1.196064 1.186404 -1.5 -0.5 -0.2
H -1.579917 0.050564 -4.841813 0.0 -0.7 0.3
H -5.406570 -0.596336 -0.499060 1.2 -1.0 -0.4
H -4.668866 -1.396145 -2.019930 0.4 -0.1 1.4
H -3.740715 -0.164894 -1.037657 -0.8 -1.2 0.1
O 3.587204 2.675970 -3.538487 -0.3 -0.1 0.3
S 4.213264 1.939907 -2.466203 0.4 -0.1 0.1
O 3.499542 1.577160 -1.260854 -0.3 0.2 -0.2
C 4.970039 0.475637 -3.151080 0.2 -0.4 -0.2
C 6.371231 0.925677 -3.545375 0.1 0.1 -0.1
C 6.868503 1.796685 -2.388367 0.2 -0.2 0.1
C 5.739856 2.763263 -2.023627 0.5 0.3 0.2
H 4.381848 0.112689 -3.993106 -0.1 0.1 0.1
H 5.006444 -0.279944 -2.363855 -0.1 0.1 0.0
H 7.029848 0.074165 -3.723944 -0.1 0.0 0.0
H 6.329503 1.519696 -4.463616 0.0 -0.1 0.0
H 7.101146 1.161845 -1.528330 -0.1 0.1 0.0
H 7.779449 2.337151 -2.652161 -0.1 0.0 0.0
H 5.732915 2.988646 -0.957065 -0.2 0.0 -0.1
H 5.803491 3.687872 -2.598951 -0.2 -0.1 0.0
O -5.277845 -0.355516 -4.331810 0.1 0.2 0.1
S -6.602734 0.216346 -4.397642 -0.5 0.1 -0.1
O -6.851195 1.613952 -4.138496 0.4 -0.1 0.1
C -7.345019 -0.222887 -5.961450 -0.1 -0.2 -0.4
C -8.022917 -1.561662 -5.695765 0.1 -0.2 0.0
C -8.703827 -1.419411 -4.333521 -0.2 -0.1 0.0
C -7.693697 -0.777744 -3.380052 -0.3 -0.3 0.3
H -6.578814 -0.275634 -6.733894 0.1 0.1 0.1
H -8.077875 0.547032 -6.209905 0.1 0.0 0.1
H -8.737450 -1.811718 -6.481479 0.1 0.0 0.0
H -7.274239 -2.358531 -5.653087 0.0 0.1 -0.1
H -9.580569 -0.771997 -4.430867 0.1 0.0 0.0
H -9.048659 -2.381918 -3.951821 0.0 0.1 0.0
H -8.183663 -0.138446 -2.645959 0.2 0.0 0.0
H -7.088555 -1.530598 -2.872812 0.0 0.1 -0.1
O 6.244748 1.512811 1.158855 0.3 -0.1 -0.1
S 5.941414 0.938811 2.449031 -0.2 -0.1 0.4
O 6.683309 -0.176559 2.986871 0.1 0.1 -0.4
C 5.909812 2.250327 3.659476 -0.1 0.4 0.2
C 4.469712 2.748406 3.637515 -0.1 0.2 -0.1
C 3.596534 1.493943 3.578942 -0.1 0.0 0.2
C 4.190310 0.570873 2.510734 -0.6 -0.1 0.0
H 6.634781 3.018889 3.393880 0.1 -0.2 -0.1
H 6.161031 1.815095 4.628663 0.0 -0.1 -0.1
H 4.243333 3.357524 4.512424 0.0 -0.1 -0.1
H 4.298395 3.359471 2.745411 0.1 0.0 0.0
H 3.614667 0.992594 4.550865 0.0 0.1 0.0
H 2.556173 1.736481 3.355624 0.1 0.0 0.0
H 4.051648 -0.479991 2.763717 0.2 0.0 -0.1
H 3.767850 0.775010 1.524996 0.2 0.0 0.0
O -3.778932 -7.540922 -3.269399 -0.2 0.0 -0.3
S -3.313412 -6.602840 -4.261859 0.0 0.4 0.1
O -4.155360 -6.147914 -5.344336 -0.2 -0.3 0.2
C -2.629543 -5.182890 -3.424378 0.2 0.3 0.3
C -1.165993 -5.543732 -3.203174 0.1 -0.1 0.1
C -0.695239 -6.190281 -4.508702 0.2 0.1 0.0
C -1.763000 -7.202691 -4.930848 0.5 -0.2 -0.3
H -3.172538 -5.001003 -2.496538 -0.1 0.0 -0.1
H -2.726343 -4.324024 -4.091684 -0.1 -0.1 0.0
H -0.570795 -4.665079 -2.948563 -0.1 -0.1 0.0
H -1.077432 -6.262069 -2.382333 0.0 0.1 0.0
H -0.592559 -5.420397 -5.279582 0.0 0.0 0.1
H 0.278642 -6.670152 -4.393741 -0.1 0.0 0.0
H -1.842363 -7.276209 -6.015206 -0.2 -0.1 0.1
H -1.570874 -8.188160 -4.504822 -0.2 0.1 0.0
O 2.849784 3.068738 6.365254 -0.2 0.0 0.1
S 2.428030 3.723246 7.582616 -0.2 0.0 0.4
O 1.117428 3.520919 8.148004 0.1 -0.2 -0.4
C 3.655397 3.419360 8.843109 0.4 0.0 0.2
C 4.654682 4.557901 8.678469 0.1 0.1 -0.1
C 3.815258 5.819347 8.458557 0.1 0.1 0.1
C 2.739328 5.480150 7.423531 0.1 0.5 0.0
H 4.098265 2.434513 8.700406 -0.2 0.0 -0.1
H 3.156629 3.470649 9.812666 -0.1 0.0 -0.1
H 5.303940 4.650147 9.550551 0.0 0.0 -0.1
H 5.286864 4.377904 7.803375 0.0 0.0 0.1
H 3.341216 6.109867 9.400809 0.0 0.0 -0.1
H 4.428182 6.659816 8.128009 -0.1 -0.1 0.0
H 1.815692 6.027908 7.607885 0.0 -0.2 -0.1
H 3.087521 5.670380 6.407456 -0.1 -0.1 0.0
```
Positions in Å, forces in eV/Å.

The highest occupied orbital energy comes out at -8.94 eV. Its SMILES is C#CCCCN(C(=O)OP(O)I)S(C)(=O)=O.O=S1(=O)CCCC1.O=S1(=O)CCCC1.O=S1(=O)CCCC1.O=S1(=O)CCCC1.O=S1(=O)CCCC1. The value obtained for the HOMO-LUMO gap is 9.1 eV. The calculation puts the LUMO energy at 0.210 eV. The value obtained for the relative energy (zero: lowest compared OMol25 entry of this formula, charge and spin) is 0.0 kcal per mole.


The following is a quantum chemistry calculation of a cluster of 11 separate species, C27H53Br20NO2 in total in a non-equilibrium geometry, from OMol25.

Structure (XYZ):
```
103
Properties=species:S:1:pos:R:3:forces:R:3
N -4.684356 5.919139 5.100533 -0.1 -0.9 -1.0
C -3.665074 5.744962 3.994836 0.9 0.0 -1.1
C -2.445363 4.691812 4.349793 0.5 0.8 0.8
C -1.745868 4.026298 3.023384 0.1 0.1 1.3
C -2.352807 2.571407 2.573502 0.1 -0.2 -2.1
C -1.572164 2.336516 1.113009 -0.3 0.3 1.9
O -2.489389 2.871442 0.052447 -2.6 1.3 1.7
C -3.761224 3.384142 0.634553 -2.6 2.3 0.1
O -4.596775 4.337368 0.210622 6.0 -6.3 2.0
C -3.878018 2.453501 1.984704 0.4 -0.1 -1.1
H -4.768745 5.017283 5.623648 -0.2 1.1 -0.8
H -5.620985 6.167634 4.676521 1.5 -0.6 0.8
H -3.154465 6.803782 3.812794 -1.1 -2.3 0.2
H -4.144921 5.392748 2.971571 0.9 0.7 2.0
H -1.599611 5.330723 4.897795 -1.8 -1.4 -1.1
H -2.773171 3.876512 5.156167 0.5 1.6 -1.9
H -0.602215 3.844559 3.310008 -2.5 0.2 -0.7
H -1.727612 4.832683 2.149108 -0.3 -1.9 1.7
H -2.179591 1.676035 3.316614 -0.1 2.0 -1.4
H -1.286459 1.192424 0.942662 -0.6 2.7 0.0
H -0.678290 3.096151 1.085905 -1.6 -2.2 0.2
H -4.801205 2.559418 2.695693 1.9 0.4 -1.5
H -3.968827 1.357399 1.524346 0.3 2.5 1.0
Br -0.245677 2.978101 -1.339594 0.8 0.3 -1.1
C 1.510097 3.049487 -2.185650 -0.3 -0.1 0.1
C 2.342847 1.842762 -1.820304 0.0 0.2 0.0
Br 3.058954 1.999813 -0.012958 -0.1 0.1 0.0
H 1.967915 3.997864 -1.891435 -0.1 -0.4 0.0
H 1.307093 3.066850 -3.260168 0.1 -0.1 0.8
H 3.220747 1.769405 -2.468332 -0.2 0.0 0.1
H 1.786218 0.902243 -1.862423 0.1 0.5 0.1
Br 2.078361 3.190588 -5.417182 0.1 0.0 -0.7
C 1.644688 5.016926 -5.946393 0.1 0.0 -0.3
C 2.550280 6.014381 -5.262199 0.0 0.2 0.1
Br 2.025496 6.285693 -3.403446 0.1 0.1 -0.2
H 0.584853 5.170202 -5.725403 0.3 0.0 0.0
H 1.792798 5.041480 -7.029704 0.0 0.0 0.2
H 2.461695 6.999377 -5.729067 0.0 -0.2 0.0
H 3.601737 5.713399 -5.256276 -0.3 0.0 0.0
Br 0.973863 -1.670940 0.694763 0.0 0.1 0.0
C 2.729637 -1.599553 -0.151292 0.0 -0.2 0.0
C 3.562387 -2.806278 0.214053 0.1 -0.1 0.1
Br 4.278495 -2.649226 2.021399 -0.1 -0.1 0.0
H 3.187456 -0.651175 0.142921 -0.1 -0.3 0.0
H 2.526634 -1.582190 -1.225811 0.2 -0.2 0.8
H 4.440288 -2.879635 -0.433975 -0.6 0.0 0.4
H 3.005759 -3.746797 0.171934 0.0 0.2 0.1
Br 2.519495 -1.048360 -3.424043 0.1 -0.2 -1.0
C 4.275269 -0.976973 -4.270098 -0.1 0.0 -0.3
C 5.108019 -2.183698 -3.904753 0.3 0.0 0.0
Br 5.824127 -2.026646 -2.097407 0.3 0.2 -0.5
H 4.733087 -0.028595 -3.975884 0.0 -0.3 0.0
H 4.072265 -0.959610 -5.344616 0.1 -0.1 0.2
H 5.985919 -2.257055 -4.552781 -0.2 0.1 0.1
H 4.551390 -3.124217 -3.946871 0.1 0.3 0.0
Br -1.287157 -2.238755 -4.586955 0.1 0.1 0.0
C -1.038197 -0.323012 -4.319379 -0.1 -0.1 0.2
C -2.134124 0.470288 -4.992249 0.0 0.3 0.0
Br -1.854154 0.567137 -6.919996 -0.1 -0.1 0.1
H -0.037446 -0.077024 -4.684848 -0.3 0.0 0.0
H -1.069504 -0.181208 -3.235398 0.0 0.1 -0.2
H -2.123332 1.509282 -4.651069 0.1 -0.2 0.0
H -3.132210 0.051487 -4.835359 0.3 0.0 0.0
Br -1.892246 -2.630823 2.961859 -0.1 0.0 0.0
C -3.588944 -2.827351 2.020455 0.3 -0.1 -0.1
C -4.104966 -1.491531 1.538338 -0.3 0.0 0.0
Br -4.882833 -0.464646 3.002716 -0.1 -0.5 0.2
H -4.275111 -3.337211 2.702217 0.1 0.2 -0.2
H -3.369667 -3.484262 1.173999 -0.1 0.2 0.1
H -4.920601 -1.628541 0.822797 0.2 0.0 0.1
H -3.331401 -0.865218 1.084999 -0.1 -0.2 0.1
Br 1.321974 -5.670847 1.886197 0.0 0.0 0.0
C 2.035712 -7.162827 2.919746 -0.2 0.1 0.0
C 3.351553 -6.799604 3.567640 0.1 -0.1 0.2
Br 4.808307 -6.826255 2.271055 -0.1 0.2 0.0
H 2.107614 -8.016452 2.240237 0.1 0.2 0.2
H 1.276650 -7.371234 3.679019 0.2 0.0 -0.1
H 3.628399 -7.542183 4.321272 -0.1 0.2 -0.2
H 3.350341 -5.806549 4.025927 -0.1 -0.2 -0.2
Br -5.667318 -4.572199 -5.435476 0.1 -0.1 0.0
C -4.953580 -6.064179 -4.401927 -0.3 0.1 0.1
C -3.637739 -5.700956 -3.754034 0.2 -0.2 0.1
Br -2.180986 -5.727607 -5.050618 -0.1 0.0 0.1
H -4.881677 -6.917804 -5.081437 0.1 0.2 0.2
H -5.712642 -6.272586 -3.642655 0.2 0.0 -0.1
H -3.360892 -6.443535 -3.000400 -0.1 0.1 -0.1
H -3.638951 -4.707902 -3.295745 -0.1 -0.2 -0.2
Br 0.209005 8.982175 3.787305 -0.1 0.0 -0.1
C -1.115319 10.013228 2.793956 0.3 0.1 -0.1
C -1.979527 10.833326 3.723318 -0.3 0.1 0.0
Br -3.313947 9.722095 4.611271 0.1 0.1 0.0
H -1.683339 9.302832 2.187103 0.1 0.2 0.2
H -0.533051 10.663351 2.134860 -0.1 -0.1 0.1
H -2.555188 11.574192 3.161391 0.2 -0.1 0.0
H -1.412423 11.340369 4.509122 -0.1 -0.2 -0.2
Br 3.212531 -10.248843 4.047206 0.1 -0.2 0.1
C 4.968305 -10.177457 3.201150 0.0 -0.1 -0.2
C 5.801055 -11.384182 3.566495 0.2 0.0 0.0
Br 6.517163 -11.227130 5.373841 -0.1 -0.1 -0.1
H 5.426123 -9.229079 3.495363 -0.1 -0.4 -0.1
H 4.765301 -10.160093 2.126631 0.1 0.0 0.2
H 6.678955 -11.457538 2.918466 -0.2 0.1 0.1
H 5.244427 -12.324700 3.524376 0.1 0.3 0.0
```
Positions in Å, forces in eV/Å.

The highest occupied orbital energy comes out at -8.95 eV. Its SMILES is NCCC[C@@H]1COC(=O)C1.BrCCBr.BrCCBr.BrCCBr.BrCCBr.BrCCBr.BrCCBr.BrCCBr.BrCCBr.BrCCBr.BrCCBr. The value obtained for the HOMO-LUMO gap is 9.0 eV. The calculation puts the LUMO energy at 0.056 eV.


The following is a quantum chemistry calculation of a structure of composition C27H54IrN10P in a non-equilibrium geometry, from OMol25.

Structure (XYZ):
```
93
Properties=species:S:1:pos:R:3:forces:R:3
Ir -1.358726 -0.583291 -0.958272 1.3 1.5 0.0
C -4.887297 3.474326 -2.160724 0.0 -0.1 0.0
N -4.331995 2.185602 -2.524828 -0.5 0.3 -0.6
C -5.335715 1.154342 -2.681255 0.3 0.1 -0.2
C -3.111610 1.781493 -1.990092 0.7 -1.2 0.9
N -2.920733 0.668206 -1.448766 -0.9 -1.2 0.7
N -2.117741 2.766512 -2.181266 0.1 0.7 -0.3
C -0.779774 2.569097 -2.010377 -0.4 0.0 0.0
N -0.000064 3.633296 -2.356399 0.2 0.2 -0.1
N -0.311709 1.463837 -1.568807 -0.5 -2.1 0.5
H -5.786309 3.631241 -2.751300 0.0 0.1 0.0
H -4.206062 4.296771 -2.369195 0.0 0.0 0.0
H -5.154814 3.513819 -1.098163 -0.1 0.1 0.1
H -5.978696 1.428060 -3.518297 -0.1 0.0 0.1
H -5.948385 1.026089 -1.784143 -0.1 0.0 0.1
H -4.845137 0.210061 -2.904607 0.0 0.0 0.0
H -3.854983 -0.382513 -0.021754 0.9 0.8 -0.4
H -2.384852 3.584008 -2.708147 0.1 -0.2 0.0
H -0.395612 4.520696 -2.607548 -0.1 0.0 0.1
H 0.977984 3.620173 -2.131855 0.0 -0.1 0.0
H 0.696288 1.414713 -1.474626 0.0 0.0 0.1
N -3.257866 -4.508992 0.068790 0.5 0.8 0.0
C -1.940107 -4.890211 -0.021441 -0.9 0.1 0.1
C -1.219173 -3.750067 -0.149349 0.1 0.4 0.1
N -2.026393 -2.647149 -0.143733 -1.4 0.8 -0.6
C -3.294282 -3.126288 0.019972 3.1 -1.4 -0.6
C -4.456897 -2.393075 0.170106 -3.0 2.5 0.7
N -4.557365 -1.025114 0.341271 -0.8 -3.0 -0.6
C -5.888325 -0.711741 0.477829 0.1 0.0 0.2
C -6.616612 -1.844302 0.444750 0.0 -0.1 0.2
N -5.746141 -2.903726 0.285763 1.9 1.2 -0.4
H -4.037523 -5.121049 0.226221 0.0 -0.1 0.1
H -1.637226 -5.914710 0.001960 0.0 -0.2 0.0
H -0.155431 -3.669830 -0.227726 0.2 0.1 -0.1
H -6.208217 0.297423 0.628211 -0.1 0.2 -0.1
H -7.670265 -1.996031 0.550881 -0.2 0.0 0.0
H -6.026993 -3.827706 0.012780 0.0 -0.2 0.1
C 4.889974 -0.463068 0.986365 0.0 0.1 -0.1
C 3.714097 -0.681055 1.937555 -0.5 0.4 -0.3
C 3.309320 -2.148396 1.780780 -0.1 0.0 0.0
C 4.164002 -0.429362 3.373875 -0.2 0.1 -0.1
P 2.253961 0.417515 1.262071 -0.1 0.3 0.7
N 1.846311 -0.028343 -0.202935 -0.2 -0.6 -0.2
C 0.800001 0.396681 2.550381 0.2 0.1 -0.3
C -0.481333 0.894425 1.877403 0.2 -0.2 -0.4
C 1.074607 1.247693 3.788913 0.2 -0.1 -0.1
C 0.530828 -1.046596 2.981254 0.2 0.0 -0.1
C 2.848915 2.211863 0.963788 0.0 -0.2 0.1
C 3.521890 2.266939 -0.408608 0.0 -0.1 0.0
C 3.821216 2.712490 2.029793 0.0 -0.1 0.0
C 1.663090 3.183303 0.901325 0.0 -0.2 0.1
H 5.649427 -1.218347 1.176215 0.1 -0.1 0.1
H 5.359822 0.503336 1.121814 0.1 0.1 0.0
H 4.566814 -0.564990 -0.046439 0.0 0.0 -0.2
H 4.202053 -2.768254 1.844854 0.1 0.0 0.0
H 2.858773 -2.326190 0.809366 0.0 -0.1 -0.1
H 2.626605 -2.486149 2.551410 -0.1 0.0 0.0
H 5.035768 -1.054816 3.567242 0.1 -0.1 0.0
H 3.402668 -0.707207 4.098934 -0.1 0.0 0.1
H 4.458052 0.601231 3.546438 0.0 0.1 0.1
H -0.427491 1.934434 1.580187 -0.1 0.1 0.0
H -1.314508 0.791601 2.573438 0.0 0.0 0.2
H -0.728922 0.288695 0.978267 0.1 0.3 0.4
H 1.143119 2.303352 3.546506 0.0 0.1 0.0
H 1.988894 0.949914 4.291233 0.1 0.0 0.2
H 0.250478 1.124615 4.490716 -0.1 0.0 0.1
H 0.440229 -1.703194 2.117629 0.0 -0.1 0.0
H -0.415606 -1.089760 3.521886 -0.1 0.1 0.0
H 1.303865 -1.418788 3.647102 0.0 -0.1 0.0
H 4.410202 1.648049 -0.461461 0.1 -0.1 -0.1
H 3.817152 3.293694 -0.624257 0.0 0.1 0.1
H 2.833911 1.932297 -1.179103 0.0 0.0 -0.1
H 4.780028 2.204716 1.977638 0.1 0.0 0.1
H 3.416169 2.595830 3.030965 0.0 0.0 0.2
H 4.003994 3.773853 1.864293 0.0 0.1 0.0
H 0.864192 2.794602 0.275113 -0.1 0.1 0.0
H 2.003915 4.128156 0.474921 0.1 0.0 0.0
H 1.270787 3.408850 1.889096 -0.1 0.0 0.0
C 0.387099 -2.116132 -2.888394 0.1 0.4 -0.1
C 1.603706 -1.530566 -2.155103 -0.3 -0.2 -0.4
C 2.682667 -2.623566 -2.075132 -0.1 0.3 0.1
C 2.160465 -0.368551 -2.978392 -0.1 -0.1 0.3
C 1.190045 -1.110475 -0.745513 -0.6 0.6 0.2
H 0.615112 -2.291863 -3.938230 0.1 -0.1 -0.1
H -0.463214 -1.404455 -2.842134 0.2 -0.4 -0.1
H 0.082028 -3.062497 -2.446931 -0.1 -0.1 0.0
H 2.946273 -2.949194 -3.078186 0.1 -0.1 -0.1
H 2.335977 -3.491287 -1.518141 -0.1 -0.1 0.1
H 3.580626 -2.240987 -1.599579 0.2 0.0 0.1
H 2.512671 -0.730484 -3.942083 0.0 -0.1 -0.1
H 2.997059 0.090641 -2.463056 0.1 0.1 0.1
H 1.392227 0.379700 -3.151923 -0.1 0.1 -0.1
H 0.994746 -1.967875 -0.099026 -0.1 -0.1 0.1
```
Positions in Å, forces in eV/Å.

The highest occupied orbital energy (alpha / beta) comes out at -8.11 / -8.22 eV. The spin multiplicity is 2. The expectation value of S² is 0.85. The value obtained for the HOMO-LUMO gap (alpha / beta) is 4.6 / 4.7 eV. The calculation puts the LUMO energy (alpha / beta) at -3.468 / -3.491 eV. The value obtained for the relative energy (zero: lowest compared OMol25 entry of this formula, charge and spin) is 94.9 kcal per mole. Its charge is +1.


Number 1 is which compound? C27H51INO15PS6